# C43H54CdCl5O7PS

C43H54CdCl5O7PS as an isolated structure in a non-equilibrium geometry (ωB97M-V/def2-TZVPD, the OMol25 dataset).

Computed properties:
energy relative to the best compared isomer or geometry (same formula, charge and spin)	29.0	kcal/mol
LUMO level	3.653	eV
net charge	-2
strongest force on any atom	6.29	eV Å⁻¹
multiplicity	1
Kohn-Sham gap	4.38	eV

The geometry in XYZ format:
```
112
Properties=species:S:1:pos:R:3:forces:R:3
Cd 14.238736 15.900780 12.645434 -1.158 0.410 0.041
Cl 9.948435 21.438033 11.284460 -0.370 0.644 -0.071
C 11.335334 20.423485 11.358488 0.971 0.378 0.004
C 12.627282 20.970516 11.384933 -1.356 -0.610 -0.008
Cl 12.862135 22.670604 11.348217 -0.036 0.656 -0.076
C 13.745487 20.139228 11.484534 -0.240 -2.049 0.091
Cl 15.364799 20.697014 11.525100 0.557 0.688 -0.021
C 13.624771 18.734761 11.585805 -1.961 -0.343 -0.085
O 14.619017 17.929663 11.714463 -0.058 0.151 -0.173
C 12.188485 18.136899 11.555642 1.780 0.410 0.053
O 12.097287 16.865866 11.681708 -0.288 -0.003 -0.321
C 11.112038 19.037531 11.415246 1.371 -0.576 0.314
Cl 9.509773 18.366040 11.499537 -0.176 -0.011 -0.084
O 14.033735 13.114065 10.993206 -1.889 -1.467 -0.588
C 13.199734 13.618714 11.653731 4.711 3.781 1.744
C 6.921470 14.928036 12.355065 -0.003 -0.335 0.443
C 7.943132 15.304534 13.453356 -0.593 0.554 -0.074
C 9.247555 14.470422 13.363743 0.390 -0.235 0.608
C 9.564013 13.835931 11.963318 -1.434 -0.777 0.079
C 9.038369 14.747334 10.809621 0.447 -0.238 -0.111
C 7.496997 14.983151 10.918370 -0.141 0.406 -0.126
P 11.306680 13.081072 11.759699 -2.241 -0.637 -1.020
C 11.382113 12.050226 10.197948 -0.826 -0.306 -0.031
C 10.123764 11.172193 9.956930 -0.172 -1.050 0.130
C 9.390589 11.435434 8.612892 -0.329 0.602 0.355
C 10.311609 11.391523 7.381612 0.363 -0.916 -0.073
C 11.702275 12.004873 7.679427 0.741 0.288 -0.413
C 11.754712 12.889657 8.937189 -0.340 0.556 0.241
C 11.620698 11.931861 13.196380 -0.033 0.248 -0.396
C 10.625122 10.768712 13.364572 -0.367 -0.292 -0.509
C 10.778083 10.111463 14.747138 -0.398 -0.952 0.602
C 12.176285 10.269403 15.369180 0.573 0.159 -0.466
C 12.543176 11.778856 15.556789 -0.056 -0.107 0.520
C 11.851862 12.705082 14.522397 -0.738 -0.343 0.256
H 6.034833 15.583100 12.456882 0.371 -0.256 -0.204
H 6.557000 13.906390 12.571992 0.148 0.241 -0.113
H 7.453303 15.171072 14.456906 0.516 -0.103 -0.819
H 8.132299 16.403413 13.412245 0.208 -0.771 -0.248
H 9.176824 13.672624 14.141306 0.070 0.351 -0.751
H 10.069227 15.111566 13.692435 0.119 -0.028 -0.170
H 8.901798 12.927479 11.910719 0.416 0.430 0.040
H 9.287322 14.275779 9.831061 -0.292 0.324 0.612
H 9.565089 15.711012 10.825412 -0.021 -0.230 0.142
H 6.923246 14.299362 10.267040 0.350 -0.081 0.313
H 7.248394 15.975107 10.503365 0.407 -0.189 0.124
H 12.236417 11.382535 10.397483 -0.164 0.251 -0.037
H 9.400415 11.305236 10.796021 0.349 -0.132 -0.698
H 10.432588 10.081516 10.026234 -0.388 1.038 -0.275
H 8.850876 12.421470 8.673426 0.675 -0.700 -0.054
H 8.585244 10.705124 8.501185 0.027 -0.063 0.013
H 9.842072 11.871826 6.514653 -0.002 0.203 0.297
H 10.445428 10.330237 7.030168 -0.086 0.762 0.518
H 12.032223 12.621558 6.817378 -0.203 -0.260 0.375
H 12.497983 11.229208 7.766357 -0.620 0.254 0.085
H 11.049741 13.755971 8.812959 0.553 -0.696 0.134
H 12.770700 13.324813 9.055716 -0.680 -0.273 -0.063
H 12.601237 11.505142 12.899384 -0.288 0.139 0.143
H 10.767813 10.020162 12.547772 0.145 0.456 0.560
H 9.560807 11.078593 13.241651 0.655 0.118 0.121
H 10.528262 9.016074 14.681621 0.146 0.900 0.001
H 10.022454 10.537825 15.439036 0.404 -0.094 -0.247
H 12.925286 9.776444 14.700372 -0.468 0.333 0.302
H 12.251924 9.716907 16.327757 -0.145 0.366 -0.420
H 13.636176 11.947797 15.543081 -0.475 -0.142 -0.131
H 12.227957 12.087536 16.574758 0.122 -0.067 -0.534
H 12.446194 13.601863 14.359725 0.134 0.013 -0.020
H 10.871305 13.044509 14.939177 0.740 -0.329 -0.372
C 16.972763 8.233630 10.946545 -0.362 -0.381 -0.618
C 16.787714 9.612085 11.528008 -0.524 0.676 0.601
C 17.573371 10.696865 11.149281 0.440 0.073 -0.351
C 17.412643 11.966239 11.694647 -0.364 0.083 0.328
C 16.459284 12.137085 12.688556 -0.324 1.379 0.195
C 15.645984 11.103595 13.118741 0.180 -0.381 -0.253
C 15.792823 9.862138 12.494863 0.100 -0.275 -0.043
S 16.236014 13.797569 13.454632 -1.023 0.163 0.646
O 17.288010 13.819978 14.474802 -0.937 -0.088 -0.832
O 14.800109 13.832634 13.951425 2.910 -0.580 -0.364
O 16.381521 14.830702 12.383687 -0.007 -1.121 0.768
H 17.973788 8.106580 10.494955 -0.377 0.087 0.325
H 16.238108 8.032762 10.118652 0.518 0.152 0.754
H 16.825863 7.461836 11.727788 0.109 0.332 -0.466
H 18.335298 10.559862 10.386169 -0.006 -0.073 0.023
H 17.984400 12.845298 11.382110 -0.110 -0.466 -0.029
H 14.939881 11.291931 13.935946 0.132 -0.162 -0.536
H 15.110408 9.049739 12.739424 0.126 0.031 0.200
Cl 16.141412 16.679295 15.307925 -0.022 0.358 -0.225
C 14.807928 15.994352 16.158153 -0.635 -0.729 0.934
C 15.094299 15.166440 17.241459 -0.130 0.465 -0.274
C 14.060364 14.601934 17.981436 -0.466 -0.089 -0.030
C 12.721636 14.800729 17.582782 0.610 0.042 -0.081
C 12.440898 15.596876 16.478670 0.449 -0.530 0.473
C 13.470688 16.205822 15.709006 0.154 0.464 -0.248
C 13.181568 16.942231 14.515043 0.464 0.010 -0.782
H 16.138121 14.959515 17.490654 -0.332 0.160 -0.040
H 14.309086 14.039287 18.871985 -0.106 -0.216 -0.038
H 11.907267 14.299130 18.119177 0.266 0.306 -0.075
H 11.402628 15.739259 16.203318 0.029 0.125 -0.225
H 12.138074 16.974897 14.156290 0.574 0.223 0.469
H 13.820473 17.821727 14.257085 -0.679 -0.640 0.404
C 13.707491 16.228526 7.471999 -0.594 -0.248 0.288
C 14.887236 15.406172 6.934324 0.422 -0.081 -0.638
C 15.499984 14.688826 8.160645 -0.631 0.554 1.229
O 14.781026 15.156874 9.360655 -0.362 0.897 -1.987
C 13.981264 16.352045 8.981693 1.008 -0.268 0.114
H 12.735996 15.723140 7.279861 0.565 0.105 0.171
H 13.633674 17.217018 7.003753 0.076 -0.168 0.098
H 15.649172 16.057344 6.458410 -0.384 -0.206 0.352
H 14.574628 14.702797 6.130731 0.129 0.270 0.594
H 16.573283 14.927922 8.289049 -0.433 -0.165 -0.111
H 15.360454 13.600060 8.137359 0.140 0.187 -0.041
H 14.575720 17.275781 9.182695 -0.332 -0.694 0.049
H 13.088398 16.367009 9.624370 0.316 -0.024 -0.189
```
Forces are in eV/Å.



# C3H3I2N2

An isolated ion of composition C3H3I2N2 and charge +1 in a non-equilibrium geometry (ωB97M-V/def2-TZVPD, the OMol25 dataset).

Computed properties:
energy relative to the best compared isomer or geometry (same formula, charge and spin)	1.0	kcal/mol
LUMO level	-7.006	eV
net charge	+1
strongest force on any atom	2.60	eV Å⁻¹
multiplicity	1
Kohn-Sham gap	6.13	eV

The geometry in XYZ format:
```
10
Properties=species:S:1:pos:R:3:forces:R:3
C 1.107624 0.816384 -0.266611 -0.805 0.285 0.000
C 2.291890 0.298059 -0.234286 0.812 -1.677 0.386
C -0.647638 -0.919987 0.159102 -2.443 -0.879 0.014
N -0.177504 0.324263 -0.157486 0.536 1.317 -0.337
N -0.030884 -1.898234 0.557857 1.813 0.352 -0.010
I 3.995158 -0.662769 -0.088911 -0.997 0.837 -0.123
I -2.868735 -0.844414 -0.155705 1.056 -0.111 0.188
H 1.101247 1.898014 -0.447179 0.301 -0.068 -0.025
H -0.904785 1.006627 -0.335076 0.208 -0.100 0.016
H -0.421351 -2.795724 0.784069 -0.479 0.043 -0.109
```
Forces are in eV/Å.



# C26H51Cl3CoN2O6PSi

C26H51Cl3CoN2O6PSi as an isolated structure in a non-equilibrium geometry (ωB97M-V/def2-TZVPD, the OMol25 dataset).

Computed properties:
energy relative to the best compared isomer or geometry (same formula, charge and spin)	0.0	kcal/mol
LUMO level (spin up / spin down)	-0.002 / -3.044	eV
strongest force on any atom	2.05	eV Å⁻¹
multiplicity	5
Kohn-Sham gap (spin up / spin down)	7.42 / 4.35	eV

The geometry in XYZ format:
```
91
Properties=species:S:1:pos:R:3:forces:R:3
C 1.477558 -0.787126 -3.790751 0.075 -0.321 0.074
C 1.036865 0.640506 -3.726700 -0.547 1.185 -0.583
H 1.177173 -1.264893 -4.730322 0.105 0.000 0.318
H 1.062658 -1.367911 -2.951152 0.102 0.198 -0.225
H 2.575981 -0.852880 -3.716275 -0.284 0.028 0.018
C 0.568829 1.350172 -4.767258 0.350 -0.466 0.422
C 0.421243 0.835306 -6.158469 -0.134 -0.025 -0.461
H 0.297917 2.398316 -4.620412 0.076 -0.246 0.031
H 0.663766 -0.230720 -6.244255 -0.112 0.338 -0.053
H 1.075356 1.385537 -6.851144 -0.139 -0.117 0.099
H -0.608986 0.985962 -6.510739 0.164 -0.078 -0.047
Co 0.671793 -0.260068 -0.060480 -0.659 0.483 -0.351
Cl 2.764809 0.371724 0.256127 1.294 0.208 0.299
Cl 0.119930 -2.351729 -0.403120 -0.037 -0.826 0.335
C 0.448283 2.802203 1.036732 0.104 -0.695 0.161
O -0.209257 1.792327 1.373506 0.490 1.145 -0.269
N 0.125808 4.090494 1.285152 -0.271 -0.233 0.221
C -1.195115 4.495137 1.754617 0.288 -0.007 0.054
C 1.132727 5.145896 1.236324 -0.078 -0.035 -0.275
H 1.412357 2.703484 0.487480 -0.418 -0.098 0.386
H -1.841086 3.617416 1.827036 0.134 0.151 -0.012
H -1.626633 5.225633 1.054536 0.099 -0.238 0.091
H -1.104708 4.992003 2.731412 -0.113 -0.195 -0.117
H 2.079250 4.736447 0.862234 -0.269 0.126 0.062
H 1.286197 5.568311 2.243538 -0.018 -0.203 -0.252
H 0.807654 5.958329 0.570580 0.103 -0.258 0.113
H -1.446584 -1.023499 -3.427049 -0.120 0.023 0.263
H -2.389346 1.419335 -4.054896 -0.202 -0.115 0.154
C -2.270572 -1.083179 -2.700732 0.152 -0.048 -0.134
C -3.194327 1.114661 -3.366741 0.229 0.063 0.084
N -2.678122 0.255107 -2.318702 -0.630 0.394 0.760
H -1.934728 -1.643638 -1.823460 -0.085 0.223 -0.214
C -2.752776 0.659921 -1.020761 0.494 -0.700 -0.554
O -2.445513 -0.019148 -0.043334 -0.385 0.615 -0.672
H -3.616101 2.011144 -2.892664 0.042 -0.171 -0.305
H -3.120567 1.710379 -0.942505 0.133 -0.374 0.100
H -3.113109 -1.594322 -3.191494 0.119 0.045 0.165
H -3.979333 0.593133 -3.938023 0.185 0.195 0.159
O 0.182959 0.795385 -1.508768 -0.850 -0.062 0.205
C 1.141595 1.287606 -2.356695 0.571 0.070 0.082
C -0.108016 3.512218 -2.190922 0.106 0.209 0.006
C 1.093494 2.817274 -2.322495 0.316 -0.566 -0.308
H -1.035442 2.943919 -2.084652 0.298 0.148 -0.018
C -0.100339 4.909972 -2.186991 0.039 -0.232 -0.044
H 2.147640 0.993468 -1.997481 -0.109 0.343 -0.156
C 2.300577 3.509186 -2.403634 -0.132 0.160 -0.105
H -1.043551 5.450879 -2.074866 0.300 -0.068 -0.087
C 1.104413 5.600805 -2.340037 0.019 0.048 0.057
C 2.309550 4.900803 -2.441849 -0.051 -0.021 0.072
H 3.225015 2.926267 -2.447422 -0.237 0.269 -0.057
H 1.106016 6.689646 -2.366019 0.000 -0.190 0.005
H 3.258566 5.428387 -2.549883 -0.288 -0.031 0.064
Si 0.437548 -7.290764 -0.678700 0.051 0.095 0.002
Cl 0.686212 -7.173980 -2.748210 -0.005 -0.148 -0.078
C -1.397434 -7.056575 -0.383052 0.055 0.011 0.024
C 1.515306 -5.921070 -0.005417 -0.111 -0.103 0.060
C 0.999843 -9.000124 -0.131077 -0.007 0.041 -0.052
H -1.726102 -6.098958 -0.805377 0.065 -0.166 0.105
H -1.632109 -7.063254 0.688423 0.027 0.017 -0.141
H -1.967845 -7.861676 -0.864672 0.129 0.160 0.087
H 0.392530 -9.782422 -0.604882 0.113 0.175 0.078
H 0.908339 -9.114471 0.957224 0.006 0.052 -0.170
H 2.048641 -9.173725 -0.403390 -0.200 0.055 0.046
H 1.197773 -4.943416 -0.393822 0.075 -0.222 0.099
H 2.559025 -6.094812 -0.298774 -0.206 0.047 0.052
H 1.466864 -5.883011 1.089479 0.024 0.022 -0.113
C -3.094224 -1.066882 3.997733 -0.075 -0.343 0.360
C -2.606961 -0.355785 2.779528 0.110 0.298 -0.929
O -1.240422 -0.813489 2.321146 0.690 0.358 0.889
P -0.026284 -0.504978 3.267024 0.349 -1.923 -0.622
O -0.123106 -1.581626 4.482630 0.249 1.756 0.884
C 0.123847 -0.953773 5.844185 -0.172 -0.709 -0.941
C -0.060364 0.554365 5.812087 0.116 0.322 0.427
O 1.397328 -0.771058 2.595256 -0.582 0.801 1.100
C 2.559355 -0.173205 3.440617 -0.964 -0.345 -0.075
C 2.439797 1.331259 3.432948 0.143 0.456 -0.501
H -3.309967 -2.111772 3.777549 0.104 -0.027 0.109
H -4.023134 -0.590294 4.313560 -0.054 0.006 -0.056
H -2.395618 -1.013502 4.834920 -0.194 -0.023 -0.067
H -3.202118 -0.575655 1.885764 0.263 0.204 0.344
H -2.577561 0.736438 2.919233 0.264 -0.378 -0.219
H -0.568306 -1.432558 6.546258 0.099 -0.035 -0.454
H 1.150647 -1.235101 6.105616 -0.331 0.065 0.070
H -0.767189 0.913355 5.042015 0.117 -0.229 0.407
H -0.462656 0.883396 6.771107 0.120 0.080 0.040
H 0.899472 1.053130 5.644531 -0.271 0.045 0.017
H 2.463467 -0.621823 4.445115 0.100 0.067 -0.497
H 3.463474 -0.516105 2.941114 -0.316 -0.132 -0.090
H 1.404535 1.653024 3.592441 0.186 0.009 0.076
H 3.083385 1.839857 4.165934 -0.094 -0.436 -0.068
H 2.722214 1.665412 2.427847 -0.090 0.032 0.237
```
Forces are in eV/Å.